(1)
22
Properties=species:S:1:pos:R:3:mulliken_spin:R:1 method="wB97M-V/def2-TZVPD" spin_multiplicity=3 de_lowest_kcal_mol=32.7 fmax_ev_per_a=3.15 total_charge=0 gap_ha="0.21692 / 0.25011" total_energy_ev=-28770.9446 e_homo_ev="-5.48 / -8.91" lumo_ha="0.0154 / -0.0774"
C -1.309 -0.612 -1.251 0.88
C -1.901 0.130 -2.139 -0.03
C 2.191 -1.287 -1.935 0.01
C 0.552 2.128 1.749 0.00
C -1.392 0.971 2.582 0.00
N 1.341 -2.208 -1.219 0.11
N 0.009 0.868 2.221 0.00
Si -0.353 -2.098 -1.125 0.82
Cl -1.948 -0.170 -3.918 0.16
H 0.097 0.180 1.477 0.01
H -2.447 1.034 -1.936 0.02
H 2.668 -0.566 -1.263 0.01
H 2.973 -1.827 -2.472 0.00
H 1.588 -0.737 -2.654 0.00
H 0.464 2.867 2.546 0.00
H 1.607 1.993 1.517 0.00
H 0.040 2.518 0.857 0.00
H -2.029 1.326 1.759 0.00
H -1.746 -0.007 2.901 0.00
H -1.486 1.666 3.418 0.00
H 1.853 -2.818 -0.596 0.00
H -0.771 -3.351 -0.519 0.02



(2)
138
Properties=species:S:1:pos:R:3:mulliken_charge:R:1 method="wB97M-V/def2-TZVPD" fmax_ev_per_a=0.83 total_charge=0 gap_ha=0.31736 total_energy_ev=-189460.7577 e_homo_ev=-8.26 lumo_ha=0.0139
C -1.732 1.893 -2.731 -1.10
C -2.362 0.539 -2.481 1.56
O -3.265 0.597 -1.386 -0.33
C -3.696 -0.675 -0.976 -0.77
C -3.050 -1.006 0.361 -0.38
O -1.682 -0.599 0.271 0.46
C -0.872 -0.945 1.312 -1.84
C 0.270 0.084 1.522 -0.97
N -0.326 1.422 1.464 -0.40
C 1.526 -0.020 0.617 1.27
C 2.784 0.228 1.487 -1.78
N 3.758 1.172 0.934 -0.47
C 1.591 -1.332 -0.171 0.74
C 0.776 -1.313 -1.452 -0.62
C 1.096 -2.389 -2.501 0.33
C 1.253 -3.833 -2.062 -1.57
Cl -0.251 -2.311 -3.701 -0.17
O 2.986 -1.653 -0.517 -0.40
C 3.552 -0.855 -1.349 0.56
N 4.060 -0.171 -2.120 -0.65
O 1.322 -2.416 0.713 -0.73
S -0.209 -2.648 1.157 1.39
O -0.122 -3.231 2.457 -0.69
O -0.900 -3.335 0.113 -0.66
H -1.387 1.916 -3.768 0.39
H -0.860 2.030 -2.084 -0.03
H -2.451 2.694 -2.586 0.30
H -1.559 -0.165 -2.235 -0.88
H -2.876 0.142 -3.365 0.33
H -3.439 -1.430 -1.727 0.17
H -4.782 -0.666 -0.842 0.44
H -3.520 -0.437 1.170 0.27
H -3.138 -2.069 0.602 0.35
H -1.419 -1.016 2.262 0.89
H 0.587 -0.095 2.553 0.93
H 0.161 2.023 0.809 -0.30
H -0.232 1.869 2.369 0.49
H 1.473 0.777 -0.132 0.73
H 2.460 0.593 2.462 0.60
H 3.284 -0.728 1.668 0.41
H 3.834 1.997 1.510 0.39
H 3.551 1.460 -0.013 0.10
H -0.287 -1.318 -1.226 -0.75
H 0.956 -0.343 -1.927 1.12
H 1.960 -2.065 -3.077 0.21
H 1.678 -4.392 -2.899 0.43
H 1.958 -3.933 -1.237 0.23
H 0.300 -4.287 -1.803 0.43
C -4.805 -4.462 4.630 -1.00
S -3.491 -3.252 4.808 0.41
O -3.629 -2.283 3.681 -0.51
C -2.146 -4.354 4.388 -0.78
H -5.749 -3.953 4.813 0.33
H -4.788 -4.864 3.617 0.28
H -4.663 -5.254 5.365 0.39
H -2.305 -4.759 3.389 0.24
H -2.094 -5.152 5.130 0.51
H -1.229 -3.774 4.402 0.17
C -1.632 2.075 7.209 -0.61
S -0.868 1.015 5.985 0.54
O 0.402 1.682 5.573 -0.66
C -2.052 1.328 4.679 -0.37
H -1.013 2.037 8.104 -0.05
H -1.690 3.093 6.821 0.31
H -2.625 1.698 7.452 0.38
H -2.085 2.398 4.470 0.39
H -3.037 0.958 4.963 0.46
H -1.707 0.789 3.799 -0.40
C 1.807 2.339 12.036 -0.91
S 0.354 2.757 11.064 0.49
O -0.340 1.484 10.733 -0.60
C 1.268 3.246 9.594 -0.89
H 1.462 1.971 12.999 0.32
H 2.372 1.564 11.520 0.30
H 2.413 3.234 12.178 0.35
H 1.876 2.409 9.251 0.31
H 1.890 4.109 9.829 0.42
H 0.549 3.518 8.825 0.25
C -6.837 3.267 -2.004 -1.02
S -6.088 2.216 -3.257 0.67
O -4.683 2.669 -3.397 -0.60
C -6.999 2.900 -4.647 -1.05
H -6.356 3.026 -1.058 0.29
H -6.660 4.313 -2.256 0.30
H -7.905 3.057 -1.943 0.38
H -6.807 3.971 -4.712 0.31
H -8.063 2.701 -4.519 0.38
H -6.636 2.399 -5.543 0.32
C -3.921 -2.663 -6.861 -0.85
S -5.192 -2.816 -5.601 0.37
O -5.386 -1.458 -5.026 -0.53
C -4.170 -3.696 -4.418 -0.52
H -4.343 -2.081 -7.677 0.34
H -3.063 -2.142 -6.437 0.19
H -3.633 -3.650 -7.221 0.39
H -3.307 -3.073 -4.192 -0.14
H -3.857 -4.654 -4.834 0.41
H -4.757 -3.862 -3.516 0.33
C 5.811 -4.208 -2.147 -1.28
S 4.472 -3.662 -3.207 0.92
O 3.872 -4.890 -3.805 -0.72
C 5.494 -2.936 -4.486 -1.21
H 5.365 -4.728 -1.301 0.33
H 6.456 -4.885 -2.706 0.44
H 6.367 -3.339 -1.794 0.40
H 6.156 -3.702 -4.889 0.42
H 6.060 -2.104 -4.068 0.37
H 4.828 -2.568 -5.264 0.32
C 1.454 -4.901 -6.264 -0.51
S 0.658 -6.071 -7.360 0.46
O -0.441 -5.345 -8.054 -0.62
C -0.113 -7.038 -6.056 -0.82
H 1.971 -4.164 -6.876 0.38
H 0.693 -4.407 -5.659 0.03
H 2.174 -5.415 -5.626 0.26
H -0.750 -6.384 -5.459 0.17
H 0.661 -7.491 -5.436 0.36
H -0.710 -7.813 -6.531 0.33
C 2.690 4.589 -0.731 -0.69
S 1.107 4.421 0.088 0.53
O 0.287 3.470 -0.712 -0.60
C 0.513 6.066 -0.313 -1.11
H 3.213 3.638 -0.641 0.11
H 2.527 4.821 -1.783 0.35
H 3.269 5.378 -0.251 0.33
H 0.502 6.184 -1.396 0.32
H 1.165 6.807 0.152 0.39
H -0.497 6.154 0.082 0.37
C 6.952 6.461 1.362 -0.92
S 5.898 7.668 0.552 0.44
O 4.853 6.895 -0.176 -0.58
C 7.096 8.183 -0.681 -0.97
H 6.362 5.986 2.143 0.31
H 7.273 5.718 0.632 0.30
H 7.809 6.968 1.805 0.37
H 7.405 7.316 -1.264 0.31
H 7.949 8.644 -0.185 0.38
H 6.606 8.910 -1.325 0.31



(3)
10
Properties=species:S:1:pos:R:3:mulliken_charge:R:1 method="wB97M-V/def2-TZVPD" de_lowest_kcal_mol=68.4 fmax_ev_per_a=6.77 total_charge=0 gap_ha=0.36671 total_energy_ev=-18222.1749 e_homo_ev=-9.72 lumo_ha=0.0096
C 0.940 -0.868 -0.243 -0.83
C -0.210 0.223 -0.062 0.29
C -1.541 0.261 -0.247 -0.23
C 0.426 1.220 0.691 0.14
H 2.034 -0.218 -0.324 0.29
H 0.880 -1.163 0.956 0.28
H 0.859 -1.690 -1.279 0.28
H -2.001 1.112 0.199 0.40
N 0.969 2.024 1.397 -0.46
Cl -2.356 -0.901 -1.088 -0.15



(4)
15
Properties=species:S:1:pos:R:3:mulliken_charge:R:1 method="wB97M-V/def2-TZVPD" de_lowest_kcal_mol=55.4 smiles="[H]/N=c1/[nH]c(S)cn1C" fmax_ev_per_a=4.55 total_charge=0 gap_ha=0.30065 total_energy_ev=-19565.3768 e_homo_ev=-7.58 lumo_ha=0.0220
C -1.785 -1.048 -0.003 -0.91
C 0.846 -0.937 0.113 -0.24
C 1.654 0.164 0.103 -0.02
C -0.454 1.090 0.040 0.27
H -2.370 -0.551 -0.861 0.37
H -2.366 -1.105 1.030 0.23
H -1.613 -2.170 -0.304 0.25
H 0.908 -1.984 -0.050 0.38
H 3.720 -0.967 -0.507 0.15
H 1.187 2.391 0.273 0.34
H -2.227 1.701 0.160 0.22
N -0.536 -0.341 0.052 0.17
N 0.886 1.360 -0.067 -0.21
N -1.308 2.092 -0.014 -0.74
S 3.457 0.306 0.035 -0.26